# C52H86B2IO36

A cluster of 11 separate species, C52H86B2IO36 in total at a distorted geometry (ωB97M-V with the def2-TZVPD basis set, the Open Molecules 2025 dataset).

Orbital gap, eV: 6.66
E_HOMO, eV: -5.2
Lowest unoccupied orbital energy, eV: 1.47

```
! RIJCOSX wB97M-V def2-TZVPD def2/J DEFGRID3
* xyz -1 1
I -5.70 2.54 0.31
O -5.47 -5.41 5.36
O -1.25 6.60 0.01
O -3.00 6.51 -1.57
O -2.34 -8.51 -4.53
O -1.87 -0.52 2.59
O 4.75 -4.47 0.72
O -1.83 -8.95 -2.34
O 4.48 -2.27 1.32
O -1.50 4.63 -1.17
O -3.93 -7.07 5.67
O 0.05 2.97 -2.64
O 8.86 1.86 -10.21
O 3.32 3.19 -3.90
O 5.24 2.17 -4.49
O 10.46 3.30 -9.43
O 5.91 3.66 -7.93
O 3.45 0.91 -3.84
O -0.45 -9.72 2.25
O 8.68 4.12 -10.53
O 0.15 -1.48 3.09
O -6.96 -0.29 10.65
O -3.91 -8.28 -2.88
O 7.22 1.87 -7.38
O -5.55 -0.36 5.79
O 2.68 7.05 -0.31
O -1.72 -1.96 4.32
O 1.01 8.28 -1.79
O 5.58 -2.78 -0.58
O -3.26 -5.06 4.90
O 5.43 1.57 -8.71
O -5.90 1.56 9.92
O -0.58 -7.44 2.18
O -7.42 -0.85 7.02
O 1.34 -8.46 1.60
O -7.57 0.59 5.29
O -8.15 1.36 9.60
C 5.33 3.53 -4.90
C 9.29 2.99 -10.07
C 8.28 -0.30 -7.50
C -5.01 0.87 10.77
C -1.81 -8.17 6.05
C -6.74 -0.22 6.01
C 9.34 5.21 -9.90
C 6.74 4.06 -4.72
C -2.60 -7.22 5.18
C -8.67 -0.19 7.12
C 9.29 6.45 -10.77
C 0.65 1.72 -0.42
C 10.72 4.67 -9.69
C -5.56 -0.52 10.75
C 0.13 6.09 -0.29
C -4.33 -5.81 5.31
C -3.94 -8.72 -1.53
C 0.06 -8.64 2.03
C 5.14 -1.09 0.87
C -2.10 -9.53 -0.01
C 1.43 -7.10 1.19
C -9.75 -1.13 7.62
C -4.05 -2.25 4.92
C 4.92 -3.28 0.51
C -3.45 3.86 -4.48
C 6.19 0.37 -8.74
C 4.32 4.19 -4.02
C 0.67 1.76 -2.09
C 4.29 0.13 1.14
C -3.19 -0.83 3.01
C 3.96 1.99 -4.06
C -3.58 0.96 10.27
C -4.74 5.61 0.84
C -5.88 4.71 0.09
C -3.03 5.38 -3.94
C 0.42 -6.44 2.07
C -8.89 0.29 5.71
C -0.84 1.26 0.13
C -2.50 -8.60 -1.14
C -0.25 5.25 -1.64
C 2.84 -6.57 1.36
C -3.77 5.69 -2.52
C -2.10 -5.80 5.22
C -1.04 -1.33 3.31
C 0.82 4.19 -2.29
C 6.98 0.47 -7.47
C 5.35 -1.38 -0.58
C -3.20 5.10 0.73
C -2.66 -8.57 -3.36
C -7.10 0.92 10.02
C -2.97 -1.30 4.42
C 6.16 2.47 -8.00
B 1.26 7.17 -0.81
B -2.33 5.70 -0.53
H 1.76 3.99 -1.63
H -4.11 3.98 -5.46
H 8.25 6.69 -11.04
H 1.05 2.70 0.08
H -4.59 -8.08 -0.93
H -1.76 -5.49 6.21
H -0.33 6.08 -2.47
H -4.21 -3.07 4.22
H 0.01 -5.53 1.63
H -0.01 0.85 -2.43
H -5.25 -1.10 9.87
H 4.02 0.19 2.20
H 9.82 6.29 -11.71
H -2.66 -7.60 4.16
H -5.03 5.79 1.98
H 9.73 7.31 -10.26
H 3.91 5.10 -4.46
H 8.87 -0.06 -8.39
H -1.68 2.04 -0.11
H 3.14 -6.58 2.42
H -3.42 6.13 -4.76
H 8.90 -0.05 -6.63
H -3.47 0.49 9.29
H 1.38 0.81 -0.13
H -9.45 -1.59 8.57
H 11.35 4.73 -10.59
H -3.03 3.94 0.74
H 1.76 1.57 -2.52
H -0.73 0.99 1.26
H -2.52 3.17 -4.67
H -9.91 -1.96 6.91
H -3.59 -1.60 2.35
H -3.29 2.01 10.14
H 0.80 -6.21 3.07
H 4.83 1.05 0.87
H -2.23 -7.57 -0.89
H 2.93 -5.55 0.98
H -2.40 -10.56 -0.22
H -4.77 6.69 0.34
H 8.10 -1.38 -7.49
H -2.88 0.49 10.97
H -2.56 -9.22 0.94
H -4.13 3.28 -3.69
H 1.15 -7.05 0.13
H -9.53 1.17 5.66
H 4.46 -1.18 -1.20
H 1.17 4.66 -3.32
H -3.75 -2.70 5.87
H -1.30 -5.62 4.49
H 8.83 5.40 -8.95
H -5.08 1.31 11.77
H -1.86 5.41 -3.92
H -6.92 5.00 0.60
H -1.70 -7.79 7.07
H 5.05 3.58 -5.96
H 11.23 5.14 -8.85
H 6.09 -1.02 1.41
H 6.80 0.37 -9.64
H -5.00 -1.72 5.07
H -3.99 4.67 -2.00
H 6.20 -0.84 -1.00
H -4.75 6.32 -2.78
H -1.10 0.26 -0.45
H 6.83 5.08 -5.10
H 3.56 -7.21 0.84
H -10.70 -0.61 7.76
H 5.53 -0.51 -8.75
H 0.63 5.36 0.47
H 6.39 0.18 -6.59
H -5.33 -1.09 11.65
H -1.01 -9.54 0.11
H -2.32 -9.14 6.12
H 3.21 7.83 -0.67
H -3.83 0.06 2.96
H -2.86 -0.47 5.12
H 3.35 0.10 0.58
H 7.04 4.05 -3.67
H -8.56 0.65 7.81
H 4.70 4.42 -3.01
H -6.03 4.99 -1.06
H -2.65 5.51 1.71
H -9.29 -0.48 5.05
H 7.46 3.42 -5.25
H -0.81 -8.34 5.63
H 1.66 8.06 -2.54
H -4.32 -9.74 -1.51
*
```

Results of the Mulliken charge analysis, in e, for atoms 1 through 2:
1 I -0.065
2 O -0.579